A molecular structure, C18H12I2N5O3S6V at a distorted geometry, computed with ωB97M-V/def2-TZVPD.

```
47
Properties=species:S:1:pos:R:3:forces:R:3
C 0.63392 0.33880 4.08574 -0.16 0.06 -0.23
S 2.46092 -2.10650 2.54994 -0.31 -0.35 0.56
O -0.80278 -2.16080 -0.69426 -1.27 0.19 0.61
C -4.83488 -1.70040 0.80904 -0.10 -0.01 0.12
H 0.35142 -0.60100 4.53954 -0.06 0.04 -0.01
O 0.46462 -4.12950 -1.27786 -0.49 -0.25 -0.12
I 6.23282 0.97840 -2.64116 1.46 0.18 -1.11
C -3.89698 -0.89450 -1.27276 0.06 0.16 0.00
N -1.13328 0.07360 2.50584 -1.39 -0.37 -0.81
C -3.78828 -1.16100 1.54264 0.12 0.07 0.03
S 0.77062 -2.46260 1.39314 0.02 -0.89 1.52
H 2.20452 0.64530 -5.07976 0.01 -0.05 -0.10
C -2.79088 -0.50930 0.84544 -0.50 -0.11 -0.77
N -0.79428 0.41330 0.16014 -1.02 1.69 0.12
C -0.03928 0.76800 2.92544 0.78 0.59 0.24
C -0.03318 0.92330 -2.55806 0.70 0.67 -0.58
H 2.79802 2.92090 4.28004 0.07 0.04 -0.03
I 4.11312 0.26760 -0.87556 2.45 2.61 -3.83
H -5.72098 -2.01130 -1.10826 0.01 -0.02 -0.04
N 0.57432 1.83820 -1.79476 -0.35 -0.01 -0.14
S 2.32992 0.31040 0.53114 -0.37 1.56 3.14
H 2.17912 0.80420 5.47824 0.05 0.03 0.02
V 0.57722 -0.85060 -0.10226 0.87 -1.53 0.54
C 2.34252 1.97400 -3.40216 -0.10 -0.03 0.04
C 0.51062 0.48710 -3.77726 -0.11 0.17 0.12
S 1.74112 -1.69840 -1.72316 0.76 -0.23 -1.39
C 1.72492 1.00240 -4.18026 -0.13 0.13 0.12
S 0.05252 -2.81130 -1.70146 1.17 -2.78 -2.39
O -0.50188 -2.71960 -3.02816 -0.66 -0.05 -0.32
S 3.55432 -1.24340 1.06714 0.38 -1.99 2.71
H -3.72988 -1.27360 2.61544 0.06 -0.02 0.07
H 2.15342 3.09360 -1.56686 0.18 0.05 -0.04
N -1.26008 0.42750 -2.18306 -0.93 -0.47 0.46
C -1.56808 0.22500 -0.95326 -0.73 0.63 -1.19
H 3.30822 2.37130 -3.66946 0.12 0.08 0.01
C 1.71662 2.35130 -2.22516 0.22 0.09 -0.19
C -2.84768 -0.37090 -0.54526 -0.51 -0.23 0.71
H -3.90568 -0.81050 -2.34986 0.00 -0.03 -0.06
H -0.00738 -0.28020 -4.33426 -0.03 -0.05 0.05
C 1.99962 2.28870 3.91944 0.09 -0.03 0.09
C -4.89158 -1.56560 -0.57226 -0.08 0.02 -0.19
C -1.49398 0.03450 1.26084 -0.16 0.33 1.89
C 1.31232 2.60430 2.76004 0.13 0.11 0.16
C 1.64972 1.11810 4.58744 0.01 0.04 -0.12
H -5.61098 -2.25910 1.31524 -0.07 0.00 0.05
H 1.58472 3.47060 2.16554 0.04 0.10 0.08
N 0.31072 1.88960 2.27934 -0.27 -0.16 0.20
```
Positions in Å, forces in eV/Å.

Summary:
DFT total energy ... -5121.30835 hartree
Net charge ... -2
Energy relative to the best compared isomer or geometry (same formula, charge and spin) ... 132.4 kcal/mol
HOMO level (spin up / spin down) ... -2.09 / -2.23 eV
2S+1 ... 3
<S²> ... 2.0263
HOMO-LUMO gap (spin up / spin down) ... 6.3 / 6.4 eV

A molecular structure, C5H7F2N at a distorted geometry, computed with ωB97M-V/def2-TZVPD.

```
15
Properties=species:S:1:pos:R:3:forces:R:3
H 0.22189 -0.84877 -1.86947 -0.34 -0.68 0.13
C 1.60041 0.44763 -0.82583 -4.49 1.17 1.77
C 0.16228 -0.19949 1.04331 -0.04 -1.67 2.22
C 1.37439 0.65060 0.73723 0.79 3.51 -0.62
C 0.40093 -0.49340 -0.85498 0.37 0.90 -3.80
H -0.08849 -0.52595 2.15442 0.45 1.17 -2.16
H 1.20287 1.31793 -1.29474 0.29 1.13 -0.62
C -0.90884 0.15837 -0.05629 6.00 -0.53 1.00
H -0.03826 -2.10495 0.19747 1.53 0.75 0.42
N 0.75048 -1.38218 0.22993 -4.35 -1.43 0.42
F -1.82492 -0.77358 -0.15076 -2.51 0.04 -0.05
H 2.21304 0.19891 1.17672 1.04 -0.06 1.37
H 1.27116 1.78215 0.90375 0.27 -1.76 0.35
H 2.47884 0.16344 -1.32485 1.25 -0.85 0.13
F -1.31835 1.47471 -0.05074 -0.27 -1.69 -0.58
```
Positions in Å, forces in eV/Å.

Summary:
DFT total energy ... -449.09907 hartree
Energy relative to the best compared isomer or geometry (same formula, charge and spin) ... 47.8 kcal/mol
HOMO level ... -10.07 eV
HOMO-LUMO gap ... 11.1 eV

A molecular structure, C22H39AsBeN10O3S, computed with ωB97M-V/def2-TZVPD.

```
77
Properties=species:S:1:pos:R:3:forces:R:3
O 1.97821 0.65045 3.26456 0.17 0.15 0.10
H -0.61167 0.72301 -3.05218 0.02 0.01 -0.01
C 0.88083 -2.16693 -0.40414 -0.07 -0.11 -0.04
O 2.26782 0.48294 0.39833 0.22 -0.25 0.12
H -5.56250 -2.83092 -1.16077 -0.02 0.02 0.02
O 2.27631 -1.47511 3.35441 0.20 -0.21 0.15
N 0.27829 -0.92289 -0.48854 0.11 0.12 -0.07
H 3.75592 1.16470 -1.42391 0.00 0.00 -0.01
H -3.52351 4.38524 0.56996 -0.01 0.00 -0.01
H -0.12085 3.41755 4.47760 0.00 -0.01 0.01
C 0.54684 3.39368 -0.74219 -0.02 0.00 0.00
C -4.20810 -5.70280 -2.35216 0.03 0.04 -0.01
H 0.03267 -2.74420 -4.26288 -0.07 0.01 0.01
H 1.32277 2.76164 -1.18345 -0.04 0.02 0.00
H -1.54354 3.18180 3.48055 -0.01 0.00 0.00
C -0.32832 -1.64011 2.56630 -0.20 -0.04 0.08
C -5.08796 -4.84782 -1.73080 0.00 0.06 0.00
H -2.52660 2.20207 -0.17457 0.00 0.03 0.00
C 0.32173 3.34663 2.37021 -0.01 0.08 -0.03
H 1.47558 -2.45414 0.44426 0.07 -0.01 0.02
H 6.20538 1.33535 -1.38201 -0.01 -0.02 0.00
H 1.38387 3.16229 2.52612 0.00 -0.02 0.00
H 0.91026 -2.80077 3.68488 -0.04 0.03 -0.02
N 1.64694 -0.48788 3.04674 -0.24 0.20 -0.21
C -1.11896 0.26768 -2.20098 0.00 0.08 0.02
H -4.40415 -6.76082 -2.44474 0.00 -0.04 -0.01
H -2.55344 2.31589 1.57294 0.02 0.01 -0.01
H -1.23382 1.02257 -1.42759 0.02 -0.02 -0.05
C -4.82393 -3.46591 -1.63117 -0.03 -0.04 0.01
C -2.78413 -3.77700 -2.76564 -0.03 0.02 0.04
H 0.20094 4.41240 2.17459 0.00 -0.02 0.01
H 1.49148 5.25054 -1.30309 0.00 0.00 0.00
C -0.49159 2.91533 3.58463 0.00 0.00 0.03
H -0.42234 1.84000 3.75725 0.00 0.01 -0.01
N -2.07537 -0.50182 1.39014 0.03 -0.14 0.04
S 3.31433 1.54754 0.82917 -0.14 0.09 0.00
H -2.14923 -2.43857 2.17613 0.05 0.04 -0.06
As -0.20329 2.37412 0.76253 0.09 -0.04 0.00
N -1.54941 -1.64158 2.00532 -0.11 -0.03 -0.01
C -0.34739 -0.87966 -1.65882 -0.17 0.00 0.07
H -2.40223 -0.75394 0.46378 -0.01 0.01 0.04
C 5.64419 0.27265 0.45292 -0.03 -0.03 0.00
H -2.04591 4.79638 1.42319 0.01 0.00 0.02
H -1.33856 -1.64055 -3.99567 0.01 -0.05 0.06
N 0.47453 -0.60232 2.28225 0.30 -0.04 -0.18
C -0.76956 -2.47099 -3.57743 0.03 -0.05 0.03
C 4.21666 1.85402 -0.71467 0.03 -0.01 0.00
H 5.27079 -0.59210 -0.09908 0.02 -0.01 -0.01
N -1.98673 -5.73248 -3.54538 0.01 -0.05 0.04
H -2.05003 4.68236 -0.33793 0.02 0.00 -0.01
C 1.10254 4.77219 -0.40413 0.02 0.02 0.00
C -3.67271 -2.90072 -2.13752 0.01 -0.03 -0.03
H -3.50019 -1.83315 -2.08899 -0.01 0.03 0.01
C -3.04040 -5.14194 -2.87346 -0.05 0.05 0.05
C 0.58900 -2.87511 -1.51698 0.04 -0.03 0.10
H 4.03936 2.87948 -1.02843 0.01 0.05 -0.01
H 4.24539 -0.20794 2.12017 -0.01 -0.05 0.05
H 5.12450 1.31308 2.30438 0.00 0.02 0.00
Be 0.70436 0.24082 0.70294 -0.35 0.14 0.07
N -1.13853 -4.84054 -3.83659 0.27 0.00 -0.07
H -2.11248 -0.03604 -2.53003 -0.02 0.00 -0.02
H 0.84180 -3.87407 -1.82470 0.02 -0.05 -0.02
C -2.11515 2.75264 0.67424 -0.02 0.01 0.00
H -6.01052 -5.23392 -1.32214 -0.02 0.00 0.01
C 4.68181 0.62775 1.57951 -0.02 -0.02 -0.05
H -0.24801 3.47091 -1.48895 0.02 -0.01 0.02
N -1.57701 -3.62683 -3.38727 -0.22 0.01 -0.15
H 0.33848 5.42901 0.00953 -0.01 0.00 0.00
C -2.44386 4.23820 0.57594 -0.03 -0.02 0.00
H -2.85217 -0.14599 1.93862 0.02 -0.03 -0.01
H 6.62499 0.01771 0.84986 0.01 0.01 0.01
H -0.75442 -3.30023 3.66161 -0.02 0.02 0.02
N -0.18923 -2.05155 -2.29766 0.12 0.04 -0.05
H 1.91620 4.71665 0.32143 -0.01 -0.01 0.00
C 5.67766 1.50364 -0.44476 0.01 0.04 0.00
H 6.17439 2.33009 0.06667 0.03 0.01 -0.01
N -0.03902 -2.65162 3.37775 0.03 0.01 -0.04
```
Positions in Å, forces in eV/Å.

Summary:
DFT total energy ... -4283.20969 hartree
Net charge ... +2
Energy relative to the best compared isomer or geometry (same formula, charge and spin) ... 2.1 kcal/mol
HOMO level ... -13.55 eV
HOMO-LUMO gap ... 8.0 eV